No. 1
Entry from the Open Molecules 2025 dataset: a cluster of 2 separate species, C5H12O in total in a non-equilibrium geometry (the ωB97M-V functional and the def2-TZVPD basis).

XYZ file:
```
18
Properties=species:S:1:pos:R:3
O -1.45841 0.11673 -3.00862
C -0.08844 -0.05437 0.71202
C -0.56742 -2.54681 1.13120
C 0.12312 -1.48712 0.52861
C 0.90517 2.26094 0.34164
C 1.02426 0.76579 0.05394
H -1.21010 -0.06879 -2.12048
H 0.16036 2.44112 1.12143
H -0.15555 0.01800 1.81219
H -0.28342 -3.53380 0.81347
H -1.08281 0.24093 0.36366
H -2.28116 -0.37283 -3.11517
H -1.32246 -2.59125 1.90986
H 1.94087 0.36012 0.46891
H 1.80843 2.74865 0.70111
H 0.91508 -1.74386 -0.17519
H 0.52753 2.82250 -0.51223
H 1.04496 0.62406 -1.02636
```

The total energy is -272.5542 Eh. For the HOMO-LUMO gap (alpha / beta), the calculation gives 9.34 / 5.63 eV. As for the HOMO energy (alpha / beta): -14.87 / -14.86 eV. The expectation value of S² is 0.753. As for the charge: +1. The energy above the lowest of the compared OMol25 structures with the same formula, charge and spin is 39.5 kcal/mol. Its spin multiplicity is 2. The value obtained for the largest force on an atom is 1.11 eV/Å.

No. 2
Entry from the Open Molecules 2025 dataset: a structure of composition C34H30Br2N5O4PRuS2 in a non-equilibrium geometry (the ωB97M-V functional and the def2-TZVPD basis).

XYZ file:
```
79
Properties=species:S:1:pos:R:3
Ru -0.10432 -1.34532 -1.06083
Br 4.83398 -1.52976 -6.23573
Br 4.88553 -3.40837 -0.95472
S 1.78017 -2.42914 -0.55943
S -1.37532 -3.26166 -1.72765
P 0.03508 -4.30061 -2.83556
O -0.88959 -5.14478 -3.92513
O -2.55017 6.91860 8.55640
O 2.31187 -1.41928 0.43640
O 0.36627 -5.57451 -1.86320
N -1.03312 -1.19805 0.81027
N 0.68703 -1.09512 -2.95505
N -1.89741 2.19124 4.26624
N -0.60624 3.68990 3.26106
N 0.45640 0.63774 -0.47170
C -2.18282 8.28525 8.50296
C -0.01584 -0.55316 -3.93173
C 2.28385 -6.33961 -3.24503
C -0.57573 2.56630 2.47077
C -1.38476 -4.39374 -5.02850
C 1.29569 1.46182 -1.07150
C 4.59371 -2.35085 -3.55990
C 1.82669 -0.71228 -5.47251
C -2.61059 4.79774 7.58908
C 3.93059 -2.53649 -2.33145
C 2.59481 -1.29667 -4.44230
C -1.69099 4.36948 5.40221
C -1.73059 -2.13584 1.43056
C 0.53903 -0.35332 -5.21589
C -1.41691 3.41051 4.32973
C -2.32870 -0.65907 3.21621
C 1.57896 2.73707 -0.58173
C -0.93860 0.03260 1.37751
C 0.97008 3.16072 0.57343
C -2.24136 6.14084 7.49148
C 0.10260 2.29070 1.24545
C -1.60118 6.59731 6.34513
C -0.11718 1.01734 0.69302
C 3.93002 -1.74485 -4.58557
C -1.33523 5.70742 5.31230
C -0.35161 -4.27026 -6.13502
C 1.68088 -6.14126 -1.86560
C -2.40085 -1.89862 2.63467
C -1.38150 1.65736 3.11426
C 1.97874 -1.47783 -3.18572
C -1.57301 0.33798 2.58598
C 2.65133 -2.10290 -2.12166
C -1.42469 -0.11772 -3.66648
C -2.33828 3.92689 6.55969
H 5.61002 -2.69567 -3.68193
H 2.27485 3.36999 -1.11366
H -2.96394 -2.70141 3.08905
H 3.25649 -6.82579 -3.14630
H -0.09333 4.54083 3.11892
H 1.63924 -6.96802 -3.86085
H 2.43113 -5.38811 -3.75788
H 2.26196 -0.57061 -6.45182
H 1.75806 1.09745 -1.97976
H -1.31326 7.63248 6.23876
H 1.17369 4.14845 0.96835
H -1.48474 0.97332 -3.67157
H -0.76883 -3.73158 -6.98899
H -3.10906 4.46398 8.48916
H -1.79017 -0.50082 -2.71491
H -2.62010 2.88537 6.63060
H -0.03474 -5.25847 -6.46998
H 0.52911 -3.73009 -5.78189
H -0.85390 6.09522 4.42202
H -0.08321 0.08186 -5.98644
H -1.75846 -3.10002 0.93864
H -2.27023 -4.92236 -5.38411
H -2.08400 -0.48996 -4.45149
H -1.10094 8.40099 8.40137
H 1.56953 -7.10716 -1.37231
H -1.71396 -3.40461 -4.68890
H 2.33569 -5.52397 -1.24222
H -2.68364 8.79829 7.67819
H -2.82588 -0.43340 4.15008
H -2.50410 8.72010 9.44463
```

The total energy is -8269.1742 Eh. For the HOMO-LUMO gap, the calculation gives 6.04 eV. As for the HOMO energy: -6.56 eV. The energy above the lowest of the compared OMol25 structures with the same formula, charge and spin is 68.5 kcal/mol. Its spin multiplicity is 1. The value obtained for the largest force on an atom is 1.87 eV/Å.